Here is C45H38ClNO3P2PbTe as an isolated structure from OMol25. Energies are from ωB97M-V/def2-TZVPD.

ORCA input file:
```
! RIJCOSX wB97M-V def2-TZVPD def2/J DEFGRID3
* xyz 2 1
Pb 1.42462 2.88377 0.01370
C 1.64788 4.73027 3.01289
C 1.98299 5.79976 2.19006
C 1.20939 6.09671 1.07373
C 0.07797 5.33932 0.78983
C -0.27227 4.26742 1.62784
C 0.52634 3.95694 2.73431
H 2.24217 4.51584 3.89167
H 2.83232 6.42218 2.43853
H 1.46498 6.93789 0.44311
H -0.57448 5.62265 -0.02804
H -1.22546 3.76885 1.50188
H 0.24084 3.14491 3.39297
Te 1.90590 -0.62690 -3.53687
C 0.32272 -1.91106 -4.19388
C -0.79269 -1.40376 -4.84582
C -1.79315 -2.29125 -5.22845
N -1.72894 -3.59996 -5.01089
C -0.62959 -4.08638 -4.44710
C 0.42802 -3.28617 -4.02673
C 1.24815 0.05283 -1.55684
P 1.32322 -1.19081 -0.33259
C -0.13547 -2.01397 0.34305
C -0.92190 -2.72525 -0.56315
C -2.03403 -3.42031 -0.12073
C -2.36629 -3.41171 1.22698
C -1.57622 -2.71849 2.13337
C -0.46318 -2.02075 1.69617
C 2.61747 -2.37929 -0.67228
C 2.37467 -3.74512 -0.73648
C 3.40802 -4.60096 -1.09363
C 4.66704 -4.09587 -1.37471
C 4.91607 -2.73031 -1.27705
C 3.89469 -1.87061 -0.92769
P -0.01989 1.32571 -1.52673
C -1.74989 0.91119 -1.20726
C -2.31434 -0.25371 -1.71543
C -3.67392 -0.47758 -1.56515
C -4.46590 0.45649 -0.91192
C -3.90017 1.61730 -0.40071
C -2.54182 1.84585 -0.54544
C -0.00899 2.13652 -3.14634
C -1.10066 2.13546 -4.00321
C -1.00457 2.77063 -5.23564
C 0.16617 3.41360 -5.60407
C 1.25134 3.44344 -4.73560
C 1.15978 2.81379 -3.50967
H -0.88500 -0.34684 -5.05477
H -2.68630 -1.93408 -5.73021
H -0.59333 -5.16302 -4.31662
H 1.31189 -3.72939 -3.58674
H -0.65089 -2.74185 -1.60878
H -2.63772 -3.97333 -0.82899
H -3.23419 -3.95412 1.57740
H -1.81223 -2.72490 3.19023
H 0.14097 -1.51455 2.43231
H 1.39287 -4.13938 -0.50451
H 3.22900 -5.66619 -1.15255
H 5.46555 -4.76497 -1.66610
H 5.90302 -2.33949 -1.48444
H 4.07268 -0.80500 -0.84836
H -1.69954 -0.96502 -2.24970
H -4.11486 -1.37843 -1.97278
H -5.52863 0.28431 -0.80697
H -4.52107 2.34821 0.10022
H -2.09498 2.75916 -0.17256
H -2.02221 1.64552 -3.71607
H -1.85166 2.76235 -5.90890
H 0.23436 3.90314 -6.56621
H 2.16443 3.94933 -5.01976
H 2.01125 2.81705 -2.83226
C -1.77109 1.26264 4.58127
C -1.04918 0.04369 5.08891
C -1.69910 -0.88167 5.89317
C -1.04676 -2.02165 6.34160
Cl -1.87442 -3.13864 7.35882
C 0.26364 -2.26344 5.96632
C 0.93584 -1.33470 5.18622
C 0.29005 -0.18059 4.77081
O 0.90226 0.84846 4.06090
C 1.98858 0.56229 3.22811
C 1.47057 0.34396 1.81697
O 2.02535 -0.61791 1.13016
O 0.56888 1.03303 1.34117
H -2.84610 1.09854 4.60738
H -1.46893 1.49121 3.55817
H -1.54300 2.12992 5.20533
H -2.72956 -0.71118 6.17741
H 0.76202 -3.16745 6.28709
H 1.96895 -1.54020 4.94042
H 2.59424 -0.28650 3.53547
H 2.62536 1.45256 3.22141
*
```

Output
Highest occupied orbital energy (eV): -12.78
Orbital gap (Ha): 0.243

Results of the Mulliken charge analysis, in e, for atoms 1 through 4: 1.0673, -0.4524, -0.5164, -0.5403

---

Here is C45H38MoNO6P2S2Si as an isolated structure from OMol25. Energies are from ωB97M-V/def2-TZVPD.

ORCA input file:
```
! RIJCOSX wB97M-V def2-TZVPD def2/J DEFGRID3
* xyz 1 3
Mo -0.54562 -0.27131 0.17535
C -4.01233 0.27062 -1.19323
Si -2.43978 1.18238 -0.76328
C -2.73067 2.56592 0.47442
C -3.94626 3.25036 0.54614
C -4.04947 4.43546 1.25612
C -2.93344 4.96866 1.89368
C -1.72682 4.29384 1.85054
C -1.63339 3.08582 1.15718
P -0.11051 2.10624 1.19835
C 1.17037 3.20301 0.50230
C 0.77530 4.30576 -0.25479
C 1.71898 5.20333 -0.73476
C 3.06309 5.01468 -0.45630
C 3.46653 3.89517 0.25792
C 2.53128 2.98209 0.71446
C 0.23598 1.92256 2.98229
C 1.44561 1.37045 3.40630
C 1.68164 1.13476 4.74895
C 0.70174 1.42106 5.68943
C -0.51662 1.93124 5.27449
C -0.75362 2.17476 3.92882
C -1.86249 2.15985 -2.26459
C -2.67548 3.14074 -2.84248
C -2.27462 3.81518 -3.98094
C -1.06266 3.49545 -4.58720
C -0.25321 2.51901 -4.03928
C -0.63550 1.88264 -2.85403
P 0.30146 0.47125 -2.19497
C 0.19250 -0.60246 -3.65471
C -1.04300 -1.16870 -3.94787
C -1.20032 -1.93203 -5.09294
C -0.12620 -2.11721 -5.95345
C 1.10251 -1.53957 -5.66668
C 1.26717 -0.78623 -4.51414
C 2.04878 0.92659 -2.01203
C 2.87788 0.00910 -1.36260
C 4.24377 0.24055 -1.28625
C 4.79049 1.37888 -1.85922
C 3.96418 2.30828 -2.47524
C 2.59687 2.09360 -2.54169
H -4.66214 0.92423 -1.77986
H -4.54325 -0.05180 -0.29965
H -3.80142 -0.61256 -1.79811
H -4.81911 2.86030 0.03553
H -4.99822 4.95306 1.30966
H -3.01072 5.90213 2.43483
H -0.86270 4.69486 2.36689
H -0.27147 4.47708 -0.46862
H 1.39477 6.05885 -1.31240
H 3.79681 5.72871 -0.80642
H 4.51655 3.72313 0.45296
H 2.88246 2.10207 1.23079
H 2.20452 1.07971 2.69460
H 2.62800 0.71255 5.05909
H 0.88242 1.22761 6.73836
H -1.29740 2.13499 5.99478
H -1.72383 2.54508 3.63182
H -3.63489 3.38030 -2.39756
H -2.91251 4.57290 -4.41649
H -0.76387 3.99438 -5.49945
H 0.65350 2.22735 -4.55344
H -1.88589 -1.01932 -3.28126
H -2.16061 -2.37703 -5.31666
H -0.24995 -2.70810 -6.85126
H 1.93891 -1.68128 -6.33836
H 2.23347 -0.35672 -4.28240
H 2.46731 -0.90001 -0.94332
H 4.87919 -0.48121 -0.79018
H 5.85824 1.54971 -1.81459
H 4.38275 3.21159 -2.89906
H 1.96741 2.84600 -2.99270
O 0.76020 -4.23466 0.04862
S 0.26736 -3.00789 0.57993
O -0.86851 -2.36731 -0.16533
O 1.24644 -1.91984 0.74440
C -0.53229 -3.49255 2.11895
C -0.13325 -4.70351 2.65083
C -0.80033 -5.25206 3.74253
C -1.89221 -4.60626 4.28826
C -2.28961 -3.37507 3.78065
C -1.61736 -2.82193 2.70613
S -1.89123 -1.09358 2.42829
O -2.44557 -0.72751 1.07166
O -2.63875 -0.56720 3.51196
O -0.47816 -0.63947 2.25752
H 0.68230 -5.23676 2.18479
H -0.46420 -6.19554 4.15024
H -2.42505 -5.03609 5.12468
H -3.09742 -2.82341 4.24029
C 2.20135 -5.17108 -2.92195
C 1.88012 -3.79523 -2.58222
N 1.57822 -2.72587 -2.30176
H 1.52757 -5.52429 -3.70036
H 2.07918 -5.78877 -2.03319
H 3.22751 -5.24601 -3.27642
*
```

Output
Highest occupied orbital energy (alpha / beta) (eV): -11.25 / -11.23
⟨S²⟩: 2.023
Orbital gap (alpha / beta) (Ha): 0.285 / 0.282

Results of the Mulliken charge analysis, in e, for atoms 1 through 4: -0.4265, -1.5469, 3.0859, 0.2861

---

Asked for energy above the lowest of the compared OMol25 structures with the same formula, charge and spin across the records above, the calculation gives 0.0 214.8 kJ/mol in order.
Asked for total energy across the records above, the calculation gives -98541.25224 -111034.65878 eV in order.